Record 1
DFT (wB97M-V/def2-TZVPD) results for a cluster of 3 separate species, C12H21N3 in total.

XYZ file:
```
36
C12H21N3 wB97M-V/def2-TZVPD
C -0.244 -1.698 0.252
C 0.843 -0.663 0.055
C 0.685 0.045 -1.293
C -0.490 0.925 -1.271
N -1.412 1.607 -1.282
H -0.211 -2.151 1.240
H -0.158 -2.483 -0.504
H -1.226 -1.267 0.039
H 1.816 -1.163 0.052
H 0.838 0.090 0.845
H 0.552 -0.683 -2.095
H 1.561 0.660 -1.506
C -5.313 -1.678 1.540
C -4.017 -2.178 0.915
C -4.273 -2.645 -0.530
C -3.107 -3.294 -1.129
N -2.197 -3.840 -1.566
H -6.011 -2.512 1.662
H -5.794 -0.946 0.891
H -5.149 -1.253 2.527
H -3.640 -3.028 1.486
H -3.254 -1.401 0.929
H -4.583 -1.820 -1.171
H -5.078 -3.383 -0.509
C 5.276 3.724 -0.197
C 4.678 2.327 -0.195
C 3.382 2.245 0.595
C 2.315 3.056 0.024
N 1.477 3.697 -0.420
H 5.510 4.090 0.803
H 4.585 4.438 -0.654
H 6.181 3.766 -0.806
H 5.378 1.594 0.209
H 4.499 2.019 -1.229
H 3.557 2.587 1.620
H 3.025 1.216 0.674
```

The calculation puts the HOMO energy at -11.36 eV. The calculation puts the energy at -634.082212 Ha. The energy above the lowest of the compared OMol25 structures with the same formula, charge and spin comes out at 14.0 kJ/mol. The total charge is 0.

***

Record 2
DFT (wB97M-V/def2-TZVPD) results for a structure of composition H43O21.

XYZ file:
```
64
H43O21 wB97M-V/def2-TZVPD
O -1.405 3.030 3.404
H -1.765 2.810 4.250
H -0.609 3.449 3.087
O -2.232 -0.627 0.463
H -2.319 0.285 0.923
H -2.844 -0.579 -0.316
O 2.439 -2.636 1.154
H 3.070 -2.480 1.662
H 1.729 -2.129 1.541
O 3.138 -1.450 -0.949
H -0.088 4.014 -0.083
H 3.017 -2.227 -1.925
O -0.545 2.169 -3.686
H 0.206 1.686 -3.252
H -1.234 1.767 -3.130
O 0.281 4.219 0.794
H 2.759 -2.101 -0.410
H 0.699 5.079 0.650
O 3.507 -0.551 3.123
H 3.362 -1.525 3.628
H 4.425 -0.402 3.180
O 2.116 2.151 0.382
H 1.797 2.929 -0.118
H 1.767 2.434 1.156
O -0.815 4.110 -1.874
H -0.324 3.628 -2.324
H -1.061 4.764 -2.293
O 0.611 -0.578 4.214
H 1.286 -0.927 4.893
H 0.368 0.166 4.673
O -1.357 1.145 -1.291
H -2.074 0.932 -0.760
H -1.077 0.163 -1.566
O 2.139 0.222 -2.795
H 1.580 0.470 -2.030
H 2.501 1.108 -2.731
O -2.425 -3.232 0.059
H -3.276 -3.531 -0.134
H -2.695 -2.470 0.677
O -1.570 -2.277 -2.296
H -2.082 -2.238 -1.362
H -2.100 -2.063 -3.053
O 0.919 -3.873 -2.690
H 0.264 -4.628 -2.791
H 0.310 -3.105 -2.252
O 0.453 -0.540 0.340
H 3.130 -0.440 -0.688
O -3.357 -1.498 2.720
H -3.890 -1.462 3.542
H -3.116 -0.675 2.575
O -4.598 -2.368 0.613
H -5.045 -2.083 -0.241
H -5.093 -1.880 1.337
O 2.771 -2.413 -3.155
H 2.004 -2.950 -3.253
H 2.696 -1.456 -3.342
O 3.778 1.278 -1.194
H 4.823 1.361 -1.241
H 3.595 1.412 -0.311
O -2.866 2.047 1.324
H -3.097 2.829 0.850
H -2.410 2.358 2.112
H -0.449 -1.027 0.174
H 0.277 0.405 0.034
```

The calculation puts the HOMO energy at -13.33 eV. The calculation puts the energy at -1605.362853 Ha. The energy above the lowest of the compared OMol25 structures with the same formula, charge and spin comes out at 835.6 kJ/mol. The total charge is +1.

***

Record 3
DFT (wB97M-V/def2-TZVPD) results for an isolated molecule of C19H21N5O3.

XYZ file:
```
48
C19H21N5O3 wB97M-V/def2-TZVPD
O -4.075 -2.518 -1.546
O -3.845 -3.405 0.435
N 1.126 0.960 -1.250
O 1.638 0.520 -6.567
C 0.293 0.207 -1.883
C -0.323 -0.747 -5.978
C 0.999 0.366 -4.249
C -1.173 -1.280 -4.979
C -0.887 -0.624 1.431
C -1.959 -1.508 1.141
C 0.788 0.061 -5.612
C 0.150 -0.116 -3.274
C -0.551 -0.394 -0.923
C -0.950 -0.950 -3.609
C -1.583 -1.273 -1.261
C -0.191 -0.044 0.353
C -2.340 -1.796 -0.189
N -1.804 -1.500 -2.635
N 0.866 0.860 0.115
N 0.061 2.848 2.516
N -3.497 -2.621 -0.461
C 0.506 1.956 4.763
C -2.107 3.997 2.016
C 0.267 3.206 3.910
C -1.310 2.688 2.016
C 1.677 1.567 1.114
C 1.130 2.955 1.506
H 1.545 0.034 -7.380
H -0.568 -0.872 -7.019
H 1.793 0.994 -3.985
H -2.050 -1.858 -5.286
H -0.632 -0.401 2.490
H -2.512 -1.936 2.009
H -2.703 -1.907 -2.894
H 0.585 2.245 5.826
H 1.424 1.493 4.453
H -0.285 1.217 4.603
H -3.118 3.856 1.644
H -1.619 4.688 1.357
H -2.147 4.433 3.032
H 1.086 3.916 4.006
H -0.639 3.671 4.299
H -1.865 1.916 2.612
H -1.263 2.310 0.975
H 2.681 1.683 0.724
H 1.781 0.975 2.013
H 0.776 3.477 0.603
H 1.974 3.553 1.843
```

The calculation puts the HOMO energy at -7.45 eV. The calculation puts the energy at -1236.014992 Ha. The energy above the lowest of the compared OMol25 structures with the same formula, charge and spin comes out at 559.1 kJ/mol. The total charge is 0.

***

Record 4
DFT (wB97M-V/def2-TZVPD) results for a structure of composition C14H20BBaBr10O8.

XYZ file:
```
54
C14H20BBaBr10O8 wB97M-V/def2-TZVPD
Ba -2.604 -7.450 1.265
O -0.634 1.034 -0.109
C -0.454 -0.122 0.103
O -1.272 -1.137 -0.178
B -0.668 -2.373 0.316
O 0.692 -2.049 0.693
C 0.831 -0.728 0.706
O 1.738 -0.118 1.160
O -0.776 -3.518 -0.667
C -1.463 -4.452 -0.158
O -1.842 -5.507 -0.668
C -1.830 -4.067 1.295
O -1.437 -2.868 1.509
O -2.405 -4.810 2.080
Br -5.577 1.565 -0.557
C -4.046 0.608 0.189
C -4.515 -0.408 1.215
Br -5.483 -1.867 0.360
H -3.324 1.327 0.576
H -3.510 0.094 -0.607
H -5.197 0.022 1.942
H -3.666 -0.820 1.758
Br 2.164 3.025 6.087
C 0.909 3.310 4.587
C 1.114 2.425 3.377
Br 2.811 2.835 2.502
H 0.948 4.364 4.333
H -0.057 3.116 5.049
H 0.272 2.591 2.707
H 1.112 1.370 3.638
Br 5.703 1.100 -0.082
C 4.838 -0.513 0.545
C 5.860 -1.624 0.646
Br 4.896 -3.318 0.882
H 3.957 -0.747 -0.047
H 4.445 -0.264 1.530
H 6.422 -1.465 1.561
H 6.506 -1.682 -0.222
Br 1.989 -2.683 -2.813
C 0.309 -1.952 -3.522
C 0.285 -0.480 -3.236
Br -1.354 0.251 -3.989
H -0.531 -2.414 -3.002
H 0.163 -2.268 -4.551
H 1.121 0.121 -3.583
H 0.204 -0.293 -2.171
Br 0.349 3.761 -4.713
C -0.429 4.641 -3.153
C -1.228 3.595 -2.390
Br -2.304 4.366 -0.963
H -1.057 5.426 -3.563
H 0.409 5.049 -2.600
H -0.493 2.906 -1.981
H -1.889 3.094 -3.086
```

The calculation puts the HOMO energy at -11.01 eV. The calculation puts the energy at -26937.884966 Ha. The energy above the lowest of the compared OMol25 structures with the same formula, charge and spin comes out at 27.9 kJ/mol. The total charge is +1.

***

Record 5
DFT (wB97M-V/def2-TZVPD) results for a structure of composition C53H43AsBrCoF5GeIN2O4.

XYZ file:
```
112
C53H43AsBrCoF5GeIN2O4 wB97M-V/def2-TZVPD
Co 1.281 0.579 -0.917
I 9.487 -1.085 -1.166
C 7.551 -0.890 -0.391
C 7.258 -1.448 0.846
C 5.970 -1.318 1.346
C 4.983 -0.666 0.616
C 5.305 -0.111 -0.614
C 6.593 -0.211 -1.125
C 3.566 -0.571 1.169
O 3.421 -0.680 2.390
O 2.682 -0.400 0.291
H 8.021 -1.967 1.410
H 5.700 -1.721 2.313
H 4.541 0.425 -1.163
H 6.836 0.232 -2.082
C -0.816 2.085 -4.526
C -0.270 2.114 -3.127
N -0.951 2.820 -2.204
O 0.740 1.485 -2.850
H -1.523 2.890 -4.724
H -1.330 1.129 -4.644
H 0.015 2.126 -5.226
H -1.904 3.060 -2.416
H -0.741 2.568 -1.240
C -0.573 0.742 0.140
Ge -1.211 1.239 1.897
C 0.160 1.702 3.236
C 1.097 0.830 3.796
C 2.107 1.286 4.632
C 2.212 2.633 4.933
C 1.303 3.522 4.380
C 0.297 3.061 3.544
C -2.306 2.892 1.907
C -3.085 3.139 3.041
C -3.906 4.254 3.123
C -3.971 5.152 2.065
C -3.203 4.927 0.934
C -2.380 3.807 0.863
C -2.578 -0.178 2.101
C -2.244 -1.462 2.310
C -2.737 -2.633 1.487
C -4.228 -1.902 0.099
C -4.514 -0.495 0.488
C -3.791 0.229 1.339
H 1.114 -0.219 3.558
H 2.832 0.577 5.007
H 3.013 2.992 5.569
H 1.390 4.584 4.575
H -0.376 3.789 3.112
H -3.054 2.441 3.871
H -4.501 4.422 4.014
H -4.612 6.023 2.125
H -3.241 5.621 0.103
H -1.774 3.663 -0.019
H -1.406 -1.687 2.958
H -2.186 -3.538 1.745
H -4.851 -2.225 -0.735
H -5.392 -0.035 0.044
H -4.127 1.246 1.505
Br 3.682 1.407 -4.203
C 3.666 -0.323 -3.398
C 4.726 -1.165 -3.715
C 4.729 -2.424 -3.147
C 3.673 -2.794 -2.328
C 2.670 -1.871 -2.089
N 2.678 -0.632 -2.600
H 5.515 -0.822 -4.368
H 5.552 -3.102 -3.340
H 3.617 -3.766 -1.858
H 1.810 -2.103 -1.481
O -0.268 -1.230 -1.940
As -1.268 -0.920 -0.590
C -0.001 -2.243 0.503
C 0.564 -2.076 1.754
C 1.309 -3.055 2.400
C 1.527 -4.274 1.781
C 1.024 -4.468 0.498
C 0.287 -3.469 -0.123
C -2.714 -2.271 -0.045
C -4.280 -2.805 1.376
C -4.703 -4.215 1.120
C -4.240 -4.997 0.144
C -3.245 -4.620 -0.868
C -2.586 -3.460 -0.955
C -2.710 -0.028 -1.883
C -2.984 -0.707 -3.076
C -3.827 -0.186 -4.053
C -4.416 1.061 -3.880
C -4.155 1.766 -2.711
C -3.322 1.216 -1.742
H 0.455 -1.117 2.230
H 1.749 -2.842 3.367
H 2.109 -5.046 2.273
H 1.221 -5.397 -0.029
H -0.034 -3.625 -1.145
H -4.846 -2.372 2.201
H -5.451 -4.631 1.788
H -4.639 -6.003 0.069
H -3.032 -5.369 -1.623
H -1.906 -3.345 -1.792
H -2.498 -1.658 -3.264
H -4.011 -0.749 -4.962
H -5.066 1.477 -4.641
H -4.613 2.737 -2.548
H -3.164 1.773 -0.822
F 3.518 2.572 -1.274
C 2.427 2.394 -0.382
F 3.045 2.257 0.851
C 1.845 3.816 -0.317
F 1.635 4.339 -1.536
F 2.606 4.710 0.347
F 0.649 3.813 0.320
```

The calculation puts the HOMO energy (spin up / spin down) at -2.41 / -2.46 eV. The calculation puts the energy at -11522.279092 Ha. As for the multiplicity: 5. The energy above the lowest of the compared OMol25 structures with the same formula, charge and spin comes out at 314.4 kJ/mol. The total charge is -2. Its expectation value of S² is 6.011.

***

- Look up the total charge of the fourth one.
  +1

***

- What is the total charge in the fifth record?
  -2

***

- What is the energy in the third record?
  -1236.014992 Ha

***

- energy above the lowest of the compared OMol25 structures with the same formula, charge and spin of number 5 (C53H43AsBrCoF5GeIN2O4)?
  314.4 kJ/mol